[1]
C28H48BO56S12 | ωB97M-V/def2-TZVPD

Structure (XYZ):
```
145
Properties=species:S:1:pos:R:3
O 0.52093 2.19926 -2.84800
C 0.33498 1.48422 -1.92043
O -0.70851 0.73151 -1.62898
B -0.39566 0.09062 -0.33103
O 0.92806 0.54131 0.14573
C 1.40014 1.31479 -0.83464
O 2.48041 1.83484 -0.81936
O -0.46573 -1.37248 -0.43103
C -1.23001 -1.84386 0.54056
O -1.37328 -2.97389 0.88272
C -1.81527 -0.61877 1.29791
O -1.39929 0.46064 0.68315
O -2.51213 -0.70188 2.26460
C 4.85000 0.15415 1.66695
C 5.97198 1.20832 1.60213
O 6.37091 1.48760 2.91261
S 5.13458 1.40046 3.93062
O 4.24039 2.48538 3.68617
O 5.63035 1.23022 5.24115
O 4.58041 0.06191 3.07577
H 5.20871 -0.82050 1.34883
H 4.01700 0.50713 1.05981
H 5.75784 2.04683 0.93962
H 6.89464 0.77742 1.19810
C -2.09935 -6.84545 -0.03870
C -2.91106 -5.64515 0.47276
O -3.06534 -4.77246 -0.61569
S -1.99637 -5.09155 -1.77716
O -1.26469 -3.92247 -2.10931
O -2.72231 -5.73926 -2.81403
O -1.17220 -6.19376 -0.90372
H -2.62802 -7.52404 -0.72059
H -1.63893 -7.44469 0.74319
H -2.36926 -5.21249 1.31453
H -3.81472 -6.07874 0.89931
C 4.94583 3.47012 -1.70449
C 5.09920 2.67928 -3.00008
O 5.86906 3.53571 -3.86654
S 6.61408 4.75811 -3.03648
O 5.92688 5.98383 -3.27837
O 8.02803 4.71511 -3.13025
O 6.18517 4.17454 -1.64789
H 5.00449 2.81379 -0.84484
H 4.03567 4.06456 -1.67141
H 4.14270 2.59923 -3.51384
H 5.48861 1.68547 -2.78353
C 2.03588 -3.00837 -1.21009
C 3.23376 -3.95044 -1.27537
O 4.27858 -3.20404 -1.95250
S 3.95120 -1.61290 -1.95417
O 3.60348 -1.12433 -3.24294
O 4.95601 -0.93828 -1.17929
O 2.64026 -1.73218 -1.07055
H 1.49827 -3.25390 -0.29753
H 1.38496 -3.05162 -2.08152
H 3.04082 -4.87106 -1.83084
H 3.66149 -4.32489 -0.35169
C -5.31291 -3.47939 2.16501
C -4.23084 -3.72940 3.25412
O -4.40066 -5.12716 3.58032
S -5.85777 -5.65998 3.19440
O -6.86725 -5.10031 4.02797
O -5.85854 -7.05754 2.97620
O -5.78609 -4.79233 1.83247
H -4.87322 -3.07166 1.25906
H -6.19032 -2.92079 2.48836
H -4.34872 -3.24349 4.21848
H -3.24856 -3.57706 2.81411
C -0.47976 5.16515 -4.35657
C 1.06617 5.18209 -4.20107
O 1.29685 6.48406 -3.61374
S 0.00780 6.93132 -2.73952
O -0.61353 8.03560 -3.38446
O 0.28483 7.03416 -1.34996
O -0.72951 5.54724 -2.98245
H -0.91729 4.19557 -4.53193
H -0.76695 5.99918 -4.99485
H 1.64511 5.08989 -5.11690
H 1.42145 4.45384 -3.47381
C -0.86851 -0.18058 -5.13702
C -1.53228 -1.08475 -4.12484
O -2.21442 -2.09831 -4.89826
S -1.70722 -2.06647 -6.45780
O -2.66244 -1.38686 -7.26264
O -1.30871 -3.37327 -6.82873
O -0.47539 -1.09395 -6.15835
H -0.11235 0.56578 -4.91211
H -1.64749 0.46179 -5.57673
H -2.24957 -0.75314 -3.38057
H -0.78260 -1.69639 -3.60498
C -4.65209 1.26314 2.51404
C -5.32552 0.43626 1.41021
O -6.41376 1.24065 0.94866
S -6.68322 2.54223 1.85892
O -7.57336 2.21883 2.92475
O -7.04183 3.66492 1.07018
O -5.14577 2.58846 2.29597
H -3.58038 1.35984 2.41073
H -4.93171 0.89147 3.49993
H -5.66201 -0.52749 1.77364
H -4.63163 0.42873 0.57039
C 2.37363 -5.95853 2.96384
C 1.44591 -4.81228 2.56013
O 2.30139 -3.67158 2.61810
S 3.86988 -3.97353 2.80600
O 4.19872 -3.81290 4.17278
O 4.60658 -3.40406 1.74170
O 3.61583 -5.56742 2.44002
H 2.07671 -6.89113 2.49260
H 2.33380 -5.99702 4.05695
H 0.53781 -4.58259 3.11739
H 1.01687 -4.97559 1.56292
C -0.21688 4.32817 1.20372
C 1.27960 4.65269 1.41940
O 1.17491 5.61701 2.47820
S 0.12494 5.07107 3.55562
O -0.43273 6.10609 4.33956
O 0.71961 3.93306 4.16938
O -0.92174 4.64293 2.41775
H -0.30613 3.26835 0.95970
H -0.67184 4.96956 0.45643
H 1.74939 5.17567 0.59284
H 1.88757 3.83357 1.81007
C 1.47933 0.50852 3.69192
C 1.60895 -0.95916 3.46084
O 1.52822 -1.64511 4.69590
S 2.33232 -0.74710 5.75101
O 3.71915 -0.99074 5.54435
O 1.82993 -0.73050 7.07583
O 1.95978 0.65811 5.03809
H 0.50421 0.99477 3.63926
H 2.10442 1.12079 3.04324
H 2.58392 -1.29782 3.08877
H 0.95354 -1.42433 2.73301
C -5.13495 2.50338 -2.06906
C -3.68351 2.62515 -1.51890
O -2.86684 2.96221 -2.66736
S -3.71798 3.07173 -4.09989
O -3.72034 1.82065 -4.77690
O -3.34576 4.25687 -4.77427
O -5.01464 3.30949 -3.20298
H -5.87555 2.95197 -1.40629
H -5.58805 1.55767 -2.38378
H -3.27615 1.67671 -1.17164
H -3.54552 3.44241 -0.81624
```

Properties
ΔE to the lowest compared entry with this formula, charge and spin: 0.0000 eV
multiplicity: 1
total charge: -1
Kohn-Sham gap: 10.246 eV

Atomic partial charges in e from the Löwdin method, atoms 1 to 4:
1 O 0.173
2 C -0.386
3 O 0.235
4 B -0.909

=====

[2]
C28H48Cl9N7O16 | ωB97M-V/def2-TZVPD

Structure (XYZ):
```
108
Properties=species:S:1:pos:R:3
C 2.02318 -0.60260 2.25980
C 0.99009 -0.73552 1.18720
C 0.20586 0.59204 0.94999
N -0.64055 0.71867 -0.38333
C -1.60239 -0.52569 -0.47804
C 0.22228 0.73711 -1.60794
C -0.55614 1.24719 -2.82283
C -1.46452 2.34892 -2.20534
C -1.37194 2.10342 -0.61795
H 1.59023 -0.11346 3.13237
H 2.82958 0.03321 1.89432
H 2.48775 -1.56673 2.46656
H 0.28451 -1.53600 1.40964
H 1.52862 -0.99741 0.27643
H 0.90266 1.42270 1.06208
H -0.60474 0.71053 1.66900
H -1.02302 -1.42756 -0.28038
H -2.18285 -0.55821 -1.40004
H -2.20095 -0.32766 0.41112
H 0.71448 -0.20404 -1.85302
H 0.90629 1.50072 -1.23764
H -1.04493 0.44905 -3.38154
H 0.17884 1.62271 -3.53479
H -2.48463 2.38473 -2.58772
H -1.11195 3.37390 -2.32021
H -2.28485 2.06422 -0.02366
H -0.75416 2.88612 -0.17771
Cl -1.00820 2.98377 3.92906
O -2.28386 2.43421 3.69290
O -0.42430 3.41219 2.67020
O -1.02314 4.16837 4.76416
O -0.17787 2.01476 4.48137
C 1.02375 6.93361 -0.81145
Cl 0.15707 7.24176 0.75577
Cl 2.68043 7.44674 -0.57860
Cl 0.97630 5.16793 -1.04310
Cl 0.20475 7.62890 -2.22989
C 3.77551 -0.73609 5.77392
Cl 2.03539 -0.40224 5.99226
Cl 4.61142 0.82698 5.36516
Cl 4.37100 -1.35862 7.33954
Cl 4.14942 -1.78589 4.47257
C 4.94246 2.58746 -2.49758
N 3.64882 2.12798 -3.07232
O 3.16505 0.99620 -2.71468
O 3.10751 2.89469 -3.88303
H 4.98301 3.58914 -2.06968
H 5.53616 2.46415 -3.40336
H 5.34162 1.77209 -1.89431
C -5.57717 2.63736 -1.36384
N -5.67695 1.90590 -0.06496
O -4.94729 1.03936 0.20250
O -6.58848 2.21306 0.69128
H -5.01585 3.54924 -1.16013
H -6.60297 2.84549 -1.66798
H -4.97212 2.12366 -2.11092
C -3.80967 -0.03289 -6.83320
N -3.33830 -0.59763 -5.48340
O -3.46435 0.05155 -4.42923
O -2.67740 -1.61082 -5.57837
H -4.51654 0.78013 -6.66756
H -4.36090 -0.78752 -7.39424
H -2.94713 0.34080 -7.38502
C 3.36637 3.20603 2.43707
N 3.97671 2.23611 1.42649
O 4.74033 1.39974 1.77470
O 3.58337 2.39506 0.21946
H 4.09452 3.78984 3.00016
H 2.86525 2.67064 3.24351
H 2.68548 3.79787 1.82536
C -4.72850 -3.05442 -2.79439
N -3.47311 -3.78688 -2.58029
O -3.31739 -4.89396 -3.05688
O -2.61673 -3.15994 -1.90859
H -5.48276 -3.58198 -3.37824
H -4.62980 -2.01443 -3.10550
H -5.26471 -3.00106 -1.84691
C 0.13254 -3.19010 -3.85985
N 0.62131 -2.58238 -5.16290
O 0.94084 -3.29428 -6.09777
O 0.74566 -1.36399 -5.18022
H 0.50341 -2.48269 -3.11815
H 0.55093 -4.19454 -3.79550
H -0.95315 -3.23484 -3.94576
C -2.38804 -2.54602 3.40605
C -1.61341 -1.49898 3.86102
C -1.57108 -1.26220 5.23810
C -2.23290 -2.05925 6.18991
C -3.04647 -3.07725 5.65334
C -3.11233 -3.35100 4.28605
H -2.49759 -2.76784 2.35476
H -1.11732 -0.89063 3.11926
H -0.82207 -0.52821 5.49628
H -2.03854 -1.76754 7.21144
H -3.74203 -3.54840 6.33201
H -3.80771 -4.07234 3.88295
C 3.24335 -4.51256 0.89599
C 4.30866 -4.54443 1.82495
C 5.14910 -3.40468 1.82433
C 4.93497 -2.30991 0.95128
C 3.82516 -2.27399 0.12910
C 2.98196 -3.41289 0.09941
H 2.57543 -5.35400 0.78521
H 4.48897 -5.43561 2.40779
H 6.05356 -3.40515 2.41457
H 5.44100 -1.35842 1.02206
H 3.66853 -1.41355 -0.50455
H 2.14427 -3.33103 -0.57734
```

Properties
multiplicity: 2
total charge: +1
Kohn-Sham gap (alpha / beta): 6.957 / 2.566 eV

Atomic partial charges in e from the Löwdin method, atoms 1 to 4:
1 C -0.119
2 C -0.232
3 C -0.064
4 N -0.202

=====

[3]
C28H48N3P2Pt | ωB97M-V/def2-TZVPD

Structure (XYZ):
```
82
Properties=species:S:1:pos:R:3
Pt -0.61280 -0.05920 -0.44500
C -2.14860 -4.95030 -0.40420
C -1.12970 -3.81820 -0.46580
C 0.19530 -4.21450 0.18540
P -1.58290 -2.11390 0.16850
C -3.41650 -1.78730 -0.02080
C -3.69300 -1.55630 -1.50430
C -4.42090 -2.73490 0.62180
C -1.44780 -2.08300 1.98600
C -1.86380 -3.13610 2.78260
C -1.91780 -3.04290 4.16920
C -2.32030 -4.21130 5.00890
C -1.60020 -1.81380 4.74840
C -1.15780 -0.75930 3.98780
C -1.00850 -0.86890 2.58810
N -0.56960 0.14360 1.81090
C 0.09210 1.25050 2.21330
C 0.91270 1.31040 3.35860
C 1.39660 2.51310 3.81860
C 1.11170 3.71010 3.16390
C 1.49350 5.03790 3.73440
C 0.45630 3.63520 1.93700
C -0.00800 2.43890 1.42670
P -0.86460 2.25710 -0.17430
C -2.53400 2.96100 0.29540
C -3.64030 2.22950 -0.45720
C -2.66880 4.46890 0.14320
C -0.00850 3.26920 -1.49600
C -0.88310 3.14080 -2.74770
C 0.44050 4.70900 -1.29080
H -1.68000 -5.86100 -0.77210
H -3.00600 -4.74620 -1.03910
H -2.49950 -5.15370 0.60100
H -0.93450 -3.62260 -1.53160
H 0.04940 -4.50260 1.22330
H 0.89770 -3.38000 0.16160
H 0.63640 -5.05870 -0.34080
H -3.50200 -0.82420 0.50680
H -3.65510 -2.49110 -2.05740
H -2.93970 -0.87850 -1.92050
H -4.67810 -1.11840 -1.65000
H -4.50580 -3.67330 0.08450
H -5.40270 -2.26290 0.60850
H -4.17030 -2.93930 1.65940
H -2.16040 -4.06440 2.31820
H -2.62040 -5.05330 4.39150
H -3.14680 -3.94980 5.66810
H -1.48640 -4.53050 5.63470
H -1.71140 -1.68270 5.81450
H -0.95270 0.19170 4.45540
H 1.16320 0.39550 3.87570
H 1.98530 2.52810 4.72220
H 1.76820 4.95180 4.78210
H 0.65870 5.73200 3.64560
H 2.33690 5.47100 3.19530
H 0.28110 4.55060 1.39480
H -2.61350 2.70440 1.36070
H -3.61570 2.46280 -1.51930
H -4.61190 2.52310 -0.06280
H -3.52920 1.15280 -0.33870
H -2.64950 4.76030 -0.90370
H -1.88680 5.00230 0.67500
H -3.62480 4.78210 0.55550
H 0.89480 2.66280 -1.64780
H -1.70750 3.85050 -2.71890
H -1.29720 2.13160 -2.81930
H -0.30170 3.34620 -3.64620
H -0.39930 5.37500 -1.12840
H 0.96080 5.03930 -2.19130
H 1.14200 4.79920 -0.46700
N 0.49480 -0.40710 -2.64530
C 1.87090 -0.86440 -2.45000
C 2.62830 0.12570 -1.56710
N 1.98090 0.23880 -0.26550
H -0.02170 -1.07820 -3.20790
H 0.50960 0.47940 -3.14350
H 2.41180 -0.95380 -3.40300
H 1.84500 -1.84340 -1.96480
H 2.61060 1.11040 -2.04330
H 3.67490 -0.19460 -1.49710
H 2.33040 1.04920 0.23590
H 2.18960 -0.57800 0.30150
```

Properties
ΔE to the lowest compared entry with this formula, charge and spin: 1.8731 eV
multiplicity: 1
total charge: +1
Kohn-Sham gap: 5.885 eV

Atomic partial charges in e from the Löwdin method, atoms 1 to 4:
1 Pt 0.773
2 C -0.097
3 C -0.522
4 C -0.119

=====

[4]
C28H48N4O7S | ωB97M-V/def2-TZVPD

Structure (XYZ):
```
88
Properties=species:S:1:pos:R:3
C -3.05388 -1.63074 -3.15578
C -4.32508 -1.11514 -2.40580
O -4.91154 -0.10097 -2.74806
N -4.87328 -1.85432 -1.30581
C -3.83761 -1.99292 -0.24549
C -4.45235 -1.84444 1.20190
C -4.50269 -3.24932 1.95601
C -4.31098 -3.06455 3.50071
C -2.82490 -2.82398 3.97815
C -1.76930 -2.91034 2.82076
C -0.25529 -2.84953 3.26533
C 0.51739 -1.62798 2.59819
O 1.70774 -1.29643 3.33200
C 1.44647 -0.35300 4.33142
C 1.08798 1.13624 4.01699
O 1.48861 -0.72148 5.47626
O -2.54003 -4.07469 4.73195
C -2.02621 -3.81152 5.98269
O -1.81259 -4.55079 6.88726
O -1.76256 -2.42269 6.12909
C -2.63175 -1.83216 5.16304
S -2.12024 -0.26091 4.32914
C -3.89819 -1.37489 6.03071
C -3.66583 -1.36873 7.57253
O -2.72834 -0.36304 7.99821
H -2.14858 -1.20420 -2.62154
H -3.07427 -2.74442 -3.17347
H -3.11808 -1.26455 -4.20396
H -5.69503 -1.34314 -0.98311
H -3.35648 -2.99704 -0.33920
H -3.03954 -1.20435 -0.33338
H -3.86804 -1.14333 1.84800
H -5.48246 -1.39881 1.12977
H -5.56074 -3.61007 1.81487
H -3.85577 -4.02138 1.48611
H -5.01922 -2.24734 3.80829
H -4.70145 -3.98311 4.01514
H -1.91196 -3.90215 2.31798
H -1.92335 -2.13242 2.03502
H -0.07690 -2.87762 4.36390
H 0.25803 -3.75893 2.84920
H 0.81310 -1.97510 1.57184
H -0.14208 -0.74118 2.44824
H 0.39066 1.22885 3.14106
H 2.01230 1.71789 3.78814
H 0.55756 1.54340 4.90379
H -2.40200 0.79511 5.14895
H -4.83504 -1.95391 5.83880
H -4.13997 -0.31705 5.75064
H -4.65074 -1.06913 8.03431
H -3.44611 -2.37970 8.00603
H -2.02206 -0.83091 8.47385
C -2.02445 2.08546 -3.87839
C -0.77327 2.81749 -3.40323
C 0.48625 1.94687 -3.45971
C 0.31731 0.76162 -2.58382
N 0.18585 -0.16050 -1.90271
H -2.25533 1.22795 -3.24368
H -2.88851 2.75044 -3.84873
H -1.90442 1.73047 -4.90544
H -0.93452 3.16774 -2.38025
H -0.62053 3.70216 -4.02565
H 1.35402 2.51728 -3.12309
H 0.67903 1.61170 -4.48042
C 5.08129 -1.01531 -6.01958
C 4.11953 -1.02186 -4.83642
C 3.01064 0.02628 -4.96515
C 3.60756 1.39408 -5.03382
N 4.09025 2.44826 -5.09538
H 5.60892 -0.06300 -6.10300
H 5.83580 -1.79480 -5.89995
H 4.55035 -1.19766 -6.95753
H 4.68557 -0.84927 -3.91747
H 3.66505 -2.01232 -4.75241
H 2.34304 -0.02681 -4.10395
H 2.41750 -0.15149 -5.86528
C 7.90727 5.52777 -2.84773
C 7.80872 6.30011 -4.15857
C 6.37380 6.40537 -4.68113
C 5.82401 5.04863 -4.93673
N 5.38612 3.99192 -5.13471
H 7.57931 4.49312 -2.96590
H 8.94105 5.50256 -2.49834
H 7.29741 5.99537 -2.07037
H 8.43907 5.81222 -4.90658
H 8.20771 7.30677 -4.00969
H 6.35279 6.97648 -5.61101
H 5.73847 6.91786 -3.95483
```

Properties
multiplicity: 1
SMILES: CC(=O)NCCCC[C@]1(CCCOC(C)=O)OC(=O)O[C@]1(S)CCO.CCCC#N.CCCC#N.CCCC#N
total charge: 0
Kohn-Sham gap: 9.408 eV

Atomic partial charges in e from the Löwdin method, atoms 1 to 4:
1 C -0.011
2 C -0.500
3 O 0.042
4 N 0.025

=====

Number 1: largest force on an atom 0.080 hartree/bohr. Number 2: largest force on an atom 0.100 hartree/bohr. Number 3: largest force on an atom 0.074 hartree/bohr. Number 4: largest force on an atom 0.120 hartree/bohr.